[1]
Entry from the OMol25 dataset: a molecular structure, C15H44FHfN2O9 (wB97M-V/def2-TZVPD).

Structure (XYZ):
```
72
Properties=species:S:1:pos:R:3:forces:R:3
H -0.35432 0.42784 10.83052 -0.025 0.482 -0.161
H -1.32573 8.85569 6.92584 -0.460 -0.166 -0.159
H 5.81657 3.68306 10.87200 -0.174 0.179 -0.796
H 7.73700 11.41455 9.43810 0.839 0.008 -0.947
O 0.67747 9.04201 7.10763 0.897 0.343 -1.202
Hf 7.75540 7.52588 8.13624 -2.797 -0.398 0.203
O 6.54449 6.45854 5.00807 -1.330 -0.350 1.052
H -1.68788 2.54217 9.50132 0.159 0.042 0.218
N 6.98623 10.74714 9.54300 0.886 -0.758 0.260
H 4.60119 9.25494 13.99426 0.873 0.303 -0.338
H 7.84014 7.00610 3.67924 0.679 -0.022 -0.430
H 3.03514 7.21825 13.63263 0.204 -0.325 -0.959
H -0.71901 10.32678 6.14709 0.730 -0.244 -0.012
O 7.29678 4.18135 9.33051 -0.646 -0.771 2.090
O 4.44087 8.73568 13.20290 0.623 -0.220 -0.351
C -0.58014 9.64830 6.98880 -0.443 -0.385 1.085
H 10.01844 5.73848 5.26785 0.342 0.175 0.363
H 6.92250 6.56003 11.89578 -0.110 -0.182 0.195
H 4.91343 10.87109 9.29241 0.081 -0.190 0.087
H 6.94613 10.87128 10.54454 0.016 -1.332 0.806
C 5.80049 11.49209 9.16760 -0.890 1.158 -0.190
C 5.81381 11.91077 7.69443 -0.295 -0.329 1.723
O 9.08457 5.82512 5.47276 0.338 -0.226 -0.079
H 4.69773 11.90426 5.45764 -0.039 0.321 0.784
H 1.90096 2.91646 8.88881 1.530 -0.389 -1.821
C 0.92520 2.86068 10.91578 0.476 -2.444 1.213
H 4.85522 10.24610 5.15055 0.646 -0.303 -0.059
H 1.83707 4.57720 8.76744 0.213 0.448 -0.447
C -0.78024 2.58153 8.89904 0.011 -0.914 0.565
H 2.10976 9.92649 12.24529 0.868 0.102 0.195
H -0.79099 10.15262 7.93183 -0.293 0.377 0.072
C 5.39440 11.07858 5.60260 0.210 -0.288 -0.694
H -1.06348 2.98185 7.92558 0.340 0.253 0.162
C 3.14622 8.28968 13.46586 -1.347 0.895 0.752
H -0.12148 4.40903 9.78706 -0.188 -0.058 0.662
C 2.04598 8.87078 12.50894 -0.489 -1.229 -0.601
C 0.32740 3.43661 9.58458 -1.939 2.636 -2.138
H 4.87148 12.42985 7.51919 0.305 0.736 -0.027
H 7.91565 4.25796 4.83596 0.351 -0.335 -0.224
H 0.15886 2.82206 11.68994 -0.784 -0.249 -0.465
C 8.40537 5.12134 4.38556 -1.231 0.243 0.629
F 4.66465 7.18101 8.85139 1.832 0.237 -0.298
C 7.47479 4.63673 11.83442 -0.205 -0.502 -1.451
H 2.97632 8.64213 14.48321 -1.032 0.273 -0.002
C 5.73179 12.67593 10.17157 -0.742 -0.011 -1.110
C 0.64941 0.46413 11.25395 0.551 0.263 0.119
H 6.86717 4.57797 12.73744 -0.088 -0.294 -0.116
C 6.89144 3.65418 10.69336 0.891 2.059 0.793
H 7.17231 3.41232 8.76953 0.108 -0.029 -0.355
C 7.35385 6.06570 3.93860 1.248 1.910 -1.315
O 5.75875 10.74995 6.93514 -0.583 -0.677 -0.611
N 1.34390 3.71048 8.60719 0.137 -1.447 2.844
H 0.80807 8.56219 7.92879 -0.424 0.088 0.268
H 8.51045 4.44961 12.11812 -0.034 -0.305 -0.264
H 6.31874 11.38180 5.11094 -0.102 -0.281 -0.632
H 6.61353 13.31080 10.08454 0.162 -0.114 0.258
H 1.08087 8.80384 13.01112 0.045 -0.346 0.069
H 4.88488 13.32489 9.94862 -0.109 -0.025 0.016
H 9.01281 4.88190 3.51276 0.475 -0.129 0.478
H 7.19827 2.62127 10.85786 0.422 0.148 -0.272
H 0.59135 0.62462 12.33051 -0.103 -0.002 0.015
H 1.63488 3.52415 11.41002 0.681 0.182 -0.948
O 1.49312 1.55446 10.70720 -1.480 0.852 0.545
H -0.41613 1.56461 8.75276 -0.053 -0.019 -0.110
H 2.68563 8.02258 10.78403 0.500 0.253 -0.082
O 1.86336 8.11362 11.27103 -0.089 0.222 1.135
O 7.41652 5.97205 11.31973 0.086 0.585 -0.583
H 6.85619 5.83105 2.99765 -0.496 -0.738 0.398
H 1.09328 -0.51480 11.07291 0.457 0.424 -0.236
H 5.66098 6.53136 4.63969 -0.363 0.157 0.504
H 6.71826 12.47179 7.45922 -0.064 0.533 -0.139
H 5.57669 12.28440 11.17693 0.241 0.136 0.068
```
Positions in Å, forces in eV/Å.

Properties
M in g mol⁻¹: 594.0
F_max in Eh/bohr: 0.076
2S+1: 1
Relative energy (zero: lowest compared OMol25 entry of this formula, charge and spin) in kcal/mol: 269.9
Net charge: +3
Calculated total energy in a.u.: -1530.826148
Highest occupied orbital energy in eV: -16.346



[2]
Entry from the OMol25 dataset: 8 unconnected molecules or ions with the total composition C15H45NO11 (wB97M-V/def2-TZVPD).

Structure (XYZ):
```
72
Properties=species:S:1:pos:R:3:forces:R:3
H -2.22870 -5.08510 -1.19610 1.784 2.823 1.185
H 4.86324 -5.55078 0.03892 -0.377 -0.178 -0.515
O 0.22096 0.46834 0.21519 -4.285 -1.359 0.584
H -2.48785 3.46986 -2.48360 5.866 1.450 9.819
H -2.18323 -1.10666 -4.20984 3.072 1.275 -0.098
C -1.96949 2.81731 -4.38618 -2.807 0.762 -0.054
H -0.88564 3.76047 -0.39424 -0.818 0.471 -1.402
H -3.85957 -0.18935 -4.44246 1.652 -0.562 1.326
H 1.53993 -2.55909 -0.56426 0.769 -0.425 2.855
C -1.00348 -0.15114 0.28197 6.392 -1.473 2.228
H -3.24463 4.48263 -3.70435 0.133 -2.662 1.388
H 0.44982 5.27401 2.01927 -1.126 -0.309 -0.534
O 3.17339 -4.41612 -0.50253 -1.988 -0.318 0.064
H 2.04633 0.80546 3.16899 3.243 4.176 -1.321
O -1.22973 -3.62839 0.26391 0.796 2.408 2.174
C -2.71091 1.10771 3.51681 -1.650 -2.590 -1.865
H -0.87165 1.26495 -4.48322 -0.466 -0.179 0.759
H -2.56466 2.80850 -5.43685 1.347 -0.489 2.291
H 1.15459 -1.85684 3.04812 -4.240 -3.847 1.124
H -1.11287 3.42909 -4.49481 0.853 0.985 -0.406
C 1.48389 0.02135 3.31157 -0.369 -5.692 0.753
H 1.22608 -0.82573 0.90408 -3.101 2.239 -2.007
C -0.63365 3.90188 0.61441 1.010 -2.498 4.855
H 1.84104 1.60858 5.50376 2.238 1.475 -0.513
H -2.66337 -3.33207 -0.91726 -0.814 0.120 -1.429
C 1.97149 -2.70153 0.57176 -3.560 -1.076 -4.057
H -2.74055 2.07983 3.11629 -1.236 1.419 -0.774
H 0.30461 2.21894 0.69866 -0.361 -2.696 -0.517
C 2.47105 1.39797 -2.22018 0.733 0.278 -0.740
H 2.83659 -0.90560 0.85582 -0.540 0.073 0.074
C -3.18341 -1.03306 -4.03028 -3.381 1.273 0.806
C -1.77352 -3.93381 -0.95221 -2.205 -2.062 -1.498
C 1.35328 0.69475 5.55645 -0.562 -1.752 3.059
H 5.03587 -4.17439 -1.20183 -0.401 -1.645 1.163
H -1.70786 1.00599 3.56170 3.620 -0.739 0.972
H 0.37685 1.03152 5.41967 -2.314 0.031 -0.101
H 1.45884 0.25801 6.59787 -0.168 0.820 -1.072
C 3.24932 -3.34937 0.40718 5.391 -0.074 0.037
H -1.07221 -3.63214 -1.72601 -0.241 -0.254 -0.712
H -2.50100 -0.40171 1.89463 -1.372 1.572 2.749
O -1.26801 -1.06472 1.11597 0.704 1.458 -0.220
C -2.90162 3.40792 -3.27865 -5.860 -0.302 -11.420
H 3.54914 1.45763 -2.65858 -1.969 -1.259 0.417
N 1.96828 -1.37574 1.15767 3.320 -1.808 2.963
H 4.37735 -5.56276 -1.74640 -1.094 -1.788 -1.093
H -3.47155 -1.79201 -4.59414 -1.541 -3.188 -3.659
O 0.56058 3.09098 0.85264 0.594 2.752 -0.052
C 4.35479 -5.08511 -0.82304 2.851 4.793 0.837
H -3.67305 2.59980 -3.03757 0.177 1.492 -0.957
H -3.06168 -1.28008 -2.16159 1.863 1.545 3.211
H -0.95784 6.03879 1.04092 0.094 -0.351 0.609
H 4.04246 -2.50999 -0.12732 -1.458 -2.080 1.889
H 1.74660 1.80563 -2.91421 0.332 0.658 -0.508
H -3.16490 1.03020 4.50127 -0.225 -0.148 -0.232
O 1.87963 0.15400 -1.82342 4.491 -1.053 -2.534
H -1.42404 -2.58387 0.35941 0.770 -3.289 0.462
O -3.55177 -1.65772 -2.81580 -1.780 -0.461 -1.620
C -0.17259 5.26788 1.09056 0.165 1.002 -1.254
H -1.60710 0.66507 -1.29786 0.180 -0.330 0.158
H 3.58957 -3.81411 1.46040 0.015 1.415 -2.092
H 0.53833 0.14634 2.82846 -1.502 0.640 0.960
C 1.88247 -1.35367 2.64938 6.752 3.064 0.576
O 1.67477 -0.34472 4.71662 -0.555 -0.007 -2.514
O -3.17186 0.02292 2.60125 0.481 0.521 -0.368
O -1.54567 1.59161 -3.85201 0.862 -0.996 -1.176
O -1.79437 -0.08078 -0.69266 -2.745 1.731 -3.375
H -1.37412 3.31485 1.36270 0.655 1.998 -1.865
H 2.87565 -1.77481 3.14825 -1.914 0.997 -1.330
H 1.19077 0.38308 -1.28352 -3.069 0.903 2.556
H 0.53054 5.62711 0.31658 -0.051 -0.207 0.196
H 2.57268 2.07853 -1.39824 -0.324 0.389 0.800
H 1.37740 -3.47657 1.08209 -0.732 1.137 -0.014
```
Positions in Å, forces in eV/Å.

Properties
M in g mol⁻¹: 415.5
F_max in Eh/bohr: 0.250
2S+1: 1
Relative energy (zero: lowest compared OMol25 entry of this formula, charge and spin) in kcal/mol: 154.2
Calculated total energy in a.u.: -1480.474608
Highest occupied orbital energy in eV: -9.151



[3]
Entry from the OMol25 dataset: 9 unconnected molecules or ions with the total composition C15H45O17 (wB97M-V/def2-TZVPD).

Structure (XYZ):
```
77
Properties=species:S:1:pos:R:3:forces:R:3
H -1.51357 -0.56539 -3.03409 -0.247 0.125 0.208
H -1.96829 1.51246 -4.45932 -0.166 -0.400 0.088
O 0.57655 -2.43806 4.72034 0.377 -0.478 0.704
H -0.63641 -2.39298 -0.31181 -0.043 0.571 0.342
C 0.78261 -4.63240 -2.08349 -0.095 -0.170 -0.885
H -2.38908 -1.87616 -3.80970 0.340 -0.111 -0.153
H -4.84238 0.27488 3.43710 0.047 -0.141 -0.189
H 1.64608 -0.98602 -1.89758 -0.190 0.146 0.211
C 3.29667 -0.59697 -2.92033 -1.040 0.461 0.371
H 1.83318 -4.34268 -2.06193 -0.098 0.839 0.257
H -4.22769 -2.06341 3.62098 -0.380 0.108 -0.110
C -3.73383 -1.23037 4.12123 0.659 1.563 -1.021
C -2.51649 -0.80291 3.23455 -0.379 -1.407 -0.172
H 2.99534 3.70061 2.21349 0.229 -0.017 -0.277
H -0.54265 3.32619 -2.52296 0.628 0.036 -0.547
C -0.23916 -3.61855 -1.67880 0.105 0.137 -0.423
H 3.79760 2.36438 -0.68938 -0.428 -0.221 -0.276
O 0.05878 -3.03755 -0.46291 0.627 0.358 1.313
O -3.24159 -1.38673 -2.03465 0.091 0.527 -1.435
H -1.12895 2.75424 -5.19338 1.376 -0.058 -0.240
H -1.77078 0.67400 4.10341 0.399 0.328 0.432
C 1.76326 -1.72140 5.05938 -0.975 0.838 -1.320
H 3.84037 -0.65770 -1.97756 0.082 0.067 0.186
O 0.64653 -5.81492 -1.33885 -0.053 -0.741 0.451
C -2.70200 3.26937 1.18183 0.212 0.380 -1.552
O 0.04818 1.34774 -4.05625 0.451 -0.010 -1.029
H 1.70139 -1.12930 5.97244 -0.416 -0.121 0.367
H -2.38234 2.24881 0.97122 -0.278 -0.210 0.714
C -0.46127 0.33697 -0.09145 0.653 -0.541 -3.668
C -1.42169 2.99149 -3.07375 1.053 -0.493 -0.011
H 2.25534 -1.92189 2.31899 -0.102 -0.110 -0.044
O -1.42486 -0.20172 3.91622 -0.398 -0.037 -0.068
C 2.08077 -0.76585 3.90235 1.835 -0.891 -0.330
O -2.12813 2.20531 -2.10832 -1.262 0.880 -0.521
C 3.16896 0.88546 -3.32174 0.443 -0.190 -0.371
H 0.56726 -4.84716 -3.13020 -0.073 -0.056 -0.392
H -1.78074 3.83395 1.32547 0.267 0.282 -0.600
H 2.90664 1.05743 0.64042 -0.217 -0.389 0.313
H 2.58721 -2.42784 5.16013 -0.124 -0.001 -0.097
H 2.03592 2.31155 2.64851 -0.313 -0.121 0.189
H 4.03984 1.16935 1.96628 0.774 0.496 -0.252
O 0.11229 0.63463 -1.16290 1.091 1.371 0.075
H -1.22387 -4.07643 -1.58507 -0.132 -0.400 -0.506
H -0.71518 0.33350 1.54904 -0.147 0.213 1.856
O -0.13035 0.92361 1.06805 -0.024 -0.300 0.045
H -0.11737 -1.78960 4.58040 -0.178 0.262 -0.024
O 4.33603 2.39491 0.10483 0.241 -0.776 2.550
H -0.16267 0.87298 -3.24894 0.439 -0.409 0.415
C -2.51034 -0.95842 -3.23424 -0.686 -1.617 0.812
O -4.55350 -0.05765 4.29008 -0.185 -0.512 0.522
H -1.87285 3.92375 -3.41351 -1.075 -0.295 0.472
O -1.34366 -0.52563 -0.09194 -1.572 -1.075 1.696
H -3.10576 -0.32646 -3.89317 -0.086 0.445 0.564
H -2.16440 -1.64404 2.63737 0.436 -0.380 0.497
C -1.07678 2.12100 -4.30772 -1.734 1.157 1.202
O -3.48082 3.70892 0.03068 0.020 0.524 1.664
O 1.53993 3.26440 0.85601 0.781 0.186 0.409
H 3.84674 -1.21615 -3.62895 -0.115 0.251 -0.327
C 2.50805 2.81527 1.80504 0.696 -1.147 -0.612
C 3.53646 1.75276 1.19534 -1.686 2.242 -2.179
H 1.28076 -0.29594 3.33028 -0.541 0.091 0.849
H 2.77118 -0.01933 4.29495 -0.080 0.368 -0.124
O 2.85741 -1.47987 2.92210 0.149 0.164 -0.049
H -0.26941 -2.83853 -2.43956 -0.084 -0.036 -0.392
H -2.81741 -0.14562 2.41876 -0.649 0.344 0.149
H -1.53432 1.49380 -1.85783 0.375 -0.251 0.307
H 1.88765 1.41932 -2.01740 -0.657 0.172 0.429
H -3.30882 3.15028 -0.73086 0.563 -0.364 -0.061
H 0.92444 2.54803 0.68402 -0.037 -0.218 0.023
H 1.34440 -6.38726 -1.66596 -0.065 -0.279 0.249
H -3.50470 -1.54974 5.13789 0.466 0.054 -0.182
O 2.75368 1.73611 -2.28431 0.151 -0.090 0.899
H 4.14241 1.28344 -3.60827 0.102 -0.175 -0.333
H 2.42448 1.03972 -4.10279 0.293 -0.521 -0.517
O 1.98478 -1.18269 -2.77405 0.737 -0.077 -0.335
H -3.20197 3.47442 2.12845 -0.721 -0.619 -0.228
H -2.73281 -1.20372 -1.24140 0.541 0.469 0.021
```
Positions in Å, forces in eV/Å.

Properties
M in g mol⁻¹: 497.5
F_max in Eh/bohr: 0.073
2S+1: 1
Net charge: -1
Calculated total energy in a.u.: -1877.566158
Highest occupied orbital energy in eV: -6.911